A structure of composition C36H33N3P2Pt. Source: the Open Molecules 2025 dataset; level of theory: ωB97M-V/def2-TZVPD.

Element x y z (Å)
H 0.43 0.32 -5.18
C -1.23 -4.85 1.65
H -2.37 1.92 -0.13
H -4.38 -0.11 -0.09
C 2.55 4.39 -0.73
H -3.84 -2.02 2.00
C -3.10 -2.81 1.90
H -2.54 -5.98 2.91
H -0.51 -5.65 1.55
H -1.29 1.93 -5.90
H 2.42 -1.73 -1.96
C 0.81 -1.54 4.69
C 5.22 -0.11 -1.03
H 0.24 -2.10 5.41
Pt 0.57 -0.78 0.06
H -4.99 -0.89 -4.24
H -1.98 3.05 -1.85
H -1.46 2.42 1.29
H -1.22 -1.84 -2.45
C 2.27 3.91 1.62
H 1.40 3.20 -2.09
C 3.46 0.05 0.57
C 4.40 -0.93 -1.81
C -4.82 -0.45 -2.15
C -0.51 1.49 -2.15
C -2.23 -1.45 -2.37
C -1.02 -3.64 1.01
N 2.64 -0.65 -0.21
H 3.01 4.98 -1.52
H -2.69 -1.78 -4.43
P -1.64 -1.06 0.30
C -2.06 0.34 1.35
H 0.90 2.34 2.10
C 1.76 -0.60 5.08
N 1.33 -1.11 2.38
C 0.17 0.74 -3.10
C -1.75 2.57 -3.91
H 0.94 0.04 -2.78
H -5.83 -0.07 -2.06
N 3.03 0.46 1.82
C -1.07 1.81 -4.85
C -3.31 -4.02 2.54
C 2.25 -0.24 2.77
H 3.67 1.10 2.27
C -4.35 -0.92 -3.37
H 3.57 5.43 0.84
C 1.65 3.39 -1.06
H -0.09 -2.48 2.99
C 1.37 2.91 1.30
C -1.62 1.60 0.59
C 2.86 4.65 0.59
H 3.24 0.78 4.39
H 5.38 0.99 0.79
H -3.10 0.40 1.67
H -1.45 0.20 2.25
C -2.69 -0.97 -1.14
H -2.50 3.29 -4.22
H 1.93 -0.39 6.13
C 2.49 0.06 4.11
H 6.23 0.11 -1.35
C -3.99 -0.48 -1.03
C 4.76 0.38 0.16
H -4.20 -4.17 3.13
H 2.50 4.12 2.65
C 1.04 2.66 -0.04
C -2.37 -5.04 2.42
H -0.13 -3.51 0.41
P -0.08 1.32 -0.40
C 3.12 -1.15 -1.37
C -3.05 -1.42 -3.48
C -1.46 2.42 -2.56
C -0.10 0.90 -4.44
C 0.64 -1.76 3.35
H 4.74 -1.36 -2.74
C -1.95 -2.61 1.15

Properties
Net charge: +2
Highest occupied orbital energy, eV: -13.9
Relative energy (zero: lowest compared OMol25 entry of this formula, charge and spin), kJ/mol: 106.2
Kohn-Sham gap, eV: 7.3941

Atom charges from the Mulliken analysis, given in e for atoms 1 to 2:
1. H 0.440
2. C -0.705

---

A structure of composition ClH3N3P3. Source: the Open Molecules 2025 dataset; level of theory: ωB97M-V/def2-TZVPD.

Element x y z (Å)
P 1.32 0.45 -0.69
H 0.04 2.17 0.43
Cl 2.94 0.89 0.36
P 0.20 -2.06 0.16
P -1.39 0.61 0.09
H -1.30 0.57 -1.27
H -2.12 -1.50 0.45
N 1.33 -1.17 -0.34
N -1.20 -1.14 0.32
N 0.18 1.18 0.49

Properties
Net charge: 0
Highest occupied orbital energy, eV: -8.9
Relative energy (zero: lowest compared OMol25 entry of this formula, charge and spin), kJ/mol: 0.0
Kohn-Sham gap, eV: 8.7572

Atom charges from the natural (NBO) analysis, given in e for atoms 1 to 2:
1. P 1.150
2. H 0.404

---

A structure of composition C30H34IrN6O2S. Source: the Open Molecules 2025 dataset; level of theory: ωB97M-V/def2-TZVPD.

Element x y z (Å)
C -0.86 2.92 -0.47
N 1.87 -0.35 -3.67
H 2.67 1.57 -3.79
N -1.14 -1.38 -0.87
H 4.07 0.09 2.34
H -4.03 -3.27 -2.61
N -0.21 2.62 0.60
H 3.62 1.62 3.91
C -2.15 -2.27 -2.85
C 0.99 -0.35 -2.64
C 2.28 -3.32 -0.36
H -0.18 -5.64 -0.16
H -0.20 3.09 4.47
H 1.75 3.07 1.03
O -2.16 0.75 0.89
C 3.22 0.71 2.02
H 1.58 1.57 4.97
C -3.22 -2.56 -0.74
H -1.90 3.17 -2.90
H -1.72 0.66 3.53
C -2.64 1.20 -0.19
C -3.22 -2.76 -2.12
H 3.48 0.32 -4.76
H 1.42 4.18 3.08
H -3.92 2.07 -3.76
H -0.86 0.81 5.07
H 3.58 1.35 1.21
C -4.34 1.02 -1.93
C -2.44 2.47 -2.28
H -0.48 -0.51 3.96
C 0.36 -1.87 -4.11
C 3.00 0.53 -3.81
S 1.17 0.76 -1.38
C -0.76 0.54 4.01
H -1.26 2.74 3.10
H 2.63 2.62 2.86
H 3.71 0.37 -2.99
C 1.47 -1.28 -4.58
C 1.56 1.11 3.97
C 2.79 1.60 3.20
H 1.95 -5.20 -1.33
H -4.48 0.10 0.00
C -0.21 2.76 3.42
C 0.49 3.86 2.61
N 0.25 1.37 3.36
H -2.17 -1.63 0.88
H -0.18 4.72 2.65
H 3.63 -1.30 0.58
N 2.19 -0.18 1.53
H 0.78 4.47 0.56
C 0.34 -4.71 0.01
C 1.56 -4.47 -0.64
H -0.20 -2.69 -4.52
H -1.08 -3.98 1.43
H -5.27 0.61 -2.30
C -1.11 -1.63 -2.17
C -2.18 -1.84 -0.18
H -0.59 3.82 -1.04
C -1.96 2.18 -1.00
C 0.76 3.53 1.13
C -3.59 1.86 -2.76
C -0.16 -3.80 0.89
C 2.58 -1.22 0.86
C 1.77 -2.34 0.49
H -2.15 -2.37 -3.92
H 1.65 0.03 4.11
N 0.04 -1.28 -2.90
H 3.26 -3.18 -0.80
C -3.91 0.72 -0.67
H -4.02 -2.93 -0.12
O -0.08 -1.66 1.83
H 2.00 -1.47 -5.50
Ir 0.05 0.44 1.12
C 0.48 -2.54 1.11

Properties
Net charge: +2
Highest occupied orbital energy (spin up / spin down), eV: -12.7 / -13.2
Multiplicity: 6
⟨S²⟩: 8.854
Kohn-Sham gap (spin up / spin down), eV: 7.1433 / 5.1278

Atom charges from the natural (NBO) analysis, given in e for atoms 1 to 2:
1. C 0.145
2. N -0.332

---

A structure of composition C11H20AsN4O6RuS. Source: the Open Molecules 2025 dataset; level of theory: ωB97M-V/def2-TZVPD.

Element x y z (Å)
N 0.60 -1.49 0.77
H 2.59 4.43 -2.00
O -2.67 0.53 -0.30
H 0.24 -2.98 -1.43
H -6.67 1.49 0.61
O 0.94 0.70 3.54
H 1.08 4.30 -1.05
H 1.95 -3.42 -1.48
As 1.49 2.32 -2.52
H 0.83 -4.41 -0.56
H 2.99 -3.47 1.26
H -4.49 -1.18 1.70
C -3.73 0.21 0.36
H 2.68 0.44 -3.64
O -0.60 0.50 1.91
C 0.42 2.87 -4.00
C 3.28 -1.86 3.32
C 0.53 0.15 2.57
H -6.43 -0.28 0.56
C -6.02 0.67 0.90
H -2.18 -1.64 2.18
N -2.49 -1.58 1.21
H 0.12 2.01 -4.58
H 1.07 3.52 -4.60
H 3.60 1.97 -3.67
O 4.09 -2.74 3.23
C 1.97 3.77 -1.38
O 3.24 -0.96 4.28
H 3.57 1.00 -2.17
O -4.76 0.94 0.20
C 1.31 -2.55 0.36
S 0.22 0.94 -1.27
C 2.23 -1.79 2.25
H 2.54 3.39 -0.54
C 3.00 1.30 -3.05
N 2.29 -2.74 1.25
H 2.50 -0.33 4.19
N -3.71 -0.87 1.15
Ru -0.96 -0.37 0.14
H -5.84 0.70 1.98
C 1.07 -3.38 -0.84
H -0.44 3.43 -3.64
C 1.17 -1.01 1.94
H -2.64 -2.53 0.86

Properties
Net charge: +3
Highest occupied orbital energy (spin up / spin down), eV: -18.5 / -18.5
Multiplicity: 5
⟨S²⟩: 6.022
Kohn-Sham gap (spin up / spin down), eV: 6.7836 / 5.5554

Atom charges from the natural (NBO) analysis, given in e for atoms 1 to 2:
1. N -0.514
2. H 0.298

---

The ion C8H13BCl2FO2 with charge -1. Source: the Open Molecules 2025 dataset; level of theory: ωB97M-V/def2-TZVPD.

Element x y z (Å)
H 0.78 3.46 -1.63
O -0.72 1.83 -1.09
C -1.50 -0.43 -0.87
C -2.99 -1.00 1.13
H -2.03 -0.89 1.65
H 3.46 0.55 0.93
C 0.95 0.45 -0.16
H 4.35 -0.94 1.37
Cl 1.07 -1.62 -2.06
H -3.25 -2.06 1.12
H -1.55 -0.33 -1.96
Cl 3.64 -2.62 -0.60
H 1.13 0.51 0.93
F -3.47 0.84 -0.29
C 1.64 -0.82 -0.63
H -0.96 0.89 0.72
C -2.91 -0.45 -0.29
C -0.62 0.69 -0.31
O 1.55 1.51 -0.82
B 0.53 2.61 -0.79
H 0.44 3.06 0.37
C 2.74 -1.23 -0.02
C 3.36 -0.52 1.16
H -3.55 -1.04 -0.95
H 2.74 -0.61 2.05
H -1.07 -1.41 -0.64
H -3.74 -0.45 1.70

Properties
Net charge: -1
Highest occupied orbital energy, eV: -4.4
Kohn-Sham gap, eV: 7.3694

Atom charges from the natural (NBO) analysis, given in e for atoms 1 to 2:
1. H -0.122
2. O -0.712